[1]
228
Properties=species:S:1:pos:R:3:forces:R:3:lowdin_charge:R:1 method="wB97M-V/def2-TZVPD" total_energy_ev=-111786.557 mol_weight_g_mol=1236.8 homo_lumo_gap_ev=8.84 spin_multiplicity=1
C -2.988217 4.546814 3.604100 1.8 -0.8 -0.6 -0.0563
C -2.011715 3.488705 2.996936 -1.3 0.1 0.5 -0.3100
O -2.224213 3.392363 1.605268 0.2 0.5 0.1 -0.0851
H -4.002986 4.523013 3.206901 0.1 -0.3 0.1 0.0671
H -2.517935 5.494254 3.340838 -0.4 0.3 0.3 0.0681
H -2.930981 4.351288 4.674894 -0.4 0.5 0.1 0.0680
H -2.167021 2.509921 3.450756 -0.3 -0.2 0.2 0.0896
H -0.985429 3.739848 3.264826 0.2 0.3 -0.2 0.0890
H -1.576059 2.758138 1.290205 0.0 -0.5 -0.6 0.0404
C 2.851451 -1.307263 -0.716088 -0.2 -0.9 0.5 -0.0674
C 2.594084 -1.245636 -2.208466 0.8 1.3 -0.5 -0.3080
O 3.484404 -1.975489 -3.049609 0.2 -0.8 1.8 -0.0720
H 2.407928 -2.189255 -0.254065 0.0 -0.5 -0.3 0.0528
H 2.295719 -0.519341 -0.207727 0.3 0.5 -0.2 0.0679
H 3.889879 -1.331829 -0.385702 0.1 0.4 -0.4 0.0717
H 2.780022 -0.224496 -2.541333 -0.3 0.6 0.3 0.0832
H 1.516759 -1.365217 -2.323211 -0.1 -0.8 -0.5 0.0896
H 3.079442 -2.219742 -3.885044 -0.4 0.4 -0.1 0.0081
C 2.162218 -4.318346 5.121714 0.0 -1.9 -1.7 -0.0856
C 2.414962 -2.907642 5.455888 -1.4 -0.2 -0.1 -0.3634
O 3.662167 -2.823051 6.046295 0.5 0.0 0.3 -0.0498
H 2.278920 -5.060330 5.911613 0.1 0.3 0.2 0.0893
H 2.833373 -4.582974 4.304638 0.4 -0.2 0.4 0.0348
H 1.219772 -4.526715 4.615288 -0.6 0.4 0.4 0.0773
H 1.588215 -2.587306 6.089908 0.1 0.5 0.5 0.1134
H 2.319897 -2.362835 4.516606 0.3 0.5 -0.1 0.0971
H 3.879355 -1.891490 6.127739 0.4 0.5 0.2 0.0299
C -0.648976 -1.193548 0.144461 0.7 1.0 -0.3 -0.0558
C -0.620187 0.105146 -0.690564 -0.1 0.5 1.1 -0.2311
O -0.654990 1.273805 0.240321 -0.3 -2.2 -0.8 -0.1084
H -1.489848 -1.125702 0.834699 -0.2 -0.5 -0.3 0.0577
H 0.243601 -1.257864 0.766778 0.1 0.3 0.1 0.0553
H -0.575672 -2.089237 -0.472364 -0.7 -0.1 -0.1 0.0648
H -1.418184 0.183350 -1.428934 -0.6 -0.1 0.4 0.0994
H 0.243416 0.218721 -1.345836 0.5 -0.3 0.4 0.0715
H -0.022193 1.845536 -0.200476 0.1 0.7 0.0 -0.0011
C -3.966851 0.998403 11.694298 0.1 1.0 -0.1 -0.1455
O -3.747122 -0.268343 11.223937 -0.6 -2.0 -0.9 -0.2059
C -4.991175 -0.955214 10.991606 0.2 -0.7 -1.2 -0.2047
C -5.917716 -0.512512 9.802497 1.0 -0.4 0.7 -0.1863
N -5.322120 -0.513669 8.416943 -1.3 1.1 1.5 -0.0462
C -4.177602 0.415587 8.328082 -1.1 0.0 -0.6 -0.1857
C -3.730631 0.582909 6.853190 1.2 0.5 2.7 -0.1960
O -2.463129 -0.047434 6.791620 -1.0 -0.6 -0.2 -0.1753
C -2.039569 -0.069419 5.478474 1.0 -1.4 -0.8 -0.1378
H -4.388012 1.631988 10.913721 -0.8 0.1 0.1 0.0727
H -3.017201 1.508053 11.857155 0.1 -0.4 0.7 0.0952
H -4.600995 0.862066 12.570296 0.0 1.0 0.3 0.0952
H -5.628542 -1.024315 11.873129 0.0 0.6 0.5 0.1094
H -4.751816 -2.000923 10.798495 0.5 0.0 -0.1 0.1151
H -6.427131 0.389114 10.142610 0.6 0.9 -0.9 0.1031
H -6.779547 -1.159942 9.964310 0.1 -0.8 -0.8 0.1036
H -5.017788 -1.426973 8.111408 -0.1 -0.3 0.4 0.1052
H -3.454457 0.070436 9.067032 0.8 0.4 -0.8 0.1091
H -4.478324 1.420715 8.623725 -0.5 -0.1 0.4 0.1078
H -3.494949 1.634805 6.691725 -0.6 0.4 -0.3 0.1159
H -4.506105 0.247798 6.164391 0.2 -0.4 -0.1 0.1173
H -1.347003 0.743305 5.259563 -0.2 0.3 -0.3 0.0850
H -2.861836 -0.195157 4.774074 -0.2 0.7 -0.2 0.0710
H -1.518643 -1.015782 5.333136 0.6 0.0 0.0 0.0860
C -10.053035 1.812564 -0.635935 -0.2 -1.4 0.7 -0.0765
O -8.813377 1.034324 -0.476774 -1.8 2.1 -1.3 -0.1691
C -8.375399 1.141746 0.840276 0.4 0.2 0.8 -0.2598
C -6.857245 1.291166 0.924664 0.1 -0.8 0.5 -0.1842
N -6.463795 1.113136 2.306521 1.6 -0.6 1.3 -0.0551
C -5.013488 1.114396 2.533459 1.7 0.2 -0.5 -0.1747
C -4.104034 0.027192 1.800867 -1.8 1.0 0.4 -0.1927
O -4.875758 -1.157897 1.900796 -0.2 -0.7 -0.3 -0.1959
C -4.754275 -2.045423 0.809617 1.5 -0.2 -0.1 -0.1115
H -10.001343 2.824853 -1.036796 0.8 -0.1 -0.1 0.0838
H -10.535520 1.873550 0.339566 0.1 0.2 0.2 0.0703
H -10.795593 1.240579 -1.192290 0.4 -0.1 -0.6 0.0776
H -8.821951 0.283867 1.342995 0.8 -0.6 0.5 0.1247
H -8.820356 1.952098 1.417714 0.0 0.6 -0.4 0.1114
H -6.451648 2.265847 0.653370 -0.5 0.1 -0.5 0.1100
H -6.388822 0.526215 0.305361 0.1 0.0 -0.5 0.1117
H -6.637390 0.167767 2.616755 -1.0 -0.3 -0.2 0.0961
H -4.745479 0.942182 3.575864 -0.8 0.0 0.4 0.0914
H -4.542682 2.078431 2.340924 -0.2 0.3 -0.3 0.0889
H -3.158859 -0.019170 2.341779 0.2 -0.3 0.1 0.0986
H -3.867112 0.294181 0.770967 -0.2 -0.1 -0.3 0.1116
H -5.423446 -2.905813 0.815726 -0.7 0.6 0.3 0.0906
H -3.779897 -2.533763 0.824140 0.5 -0.1 0.2 0.0646
H -4.719969 -1.519147 -0.144297 -0.7 0.2 -0.2 0.0804
C 4.816078 1.387955 -4.480104 -0.6 0.1 -1.1 -0.0885
O 5.022974 2.001691 -5.764548 0.5 -0.3 -0.1 -0.1985
C 6.394417 1.915475 -6.186222 -0.7 0.9 -0.8 -0.1866
C 6.680577 2.734206 -7.507677 -0.9 -0.3 0.0 -0.1862
N 6.507930 4.177546 -7.415490 0.7 0.5 1.1 -0.0613
C 7.410407 4.738674 -6.417497 1.5 0.2 0.8 -0.2290
C 6.768702 5.515917 -5.297880 -0.7 1.2 0.0 -0.2258
O 6.143330 6.730908 -5.756148 -2.4 -0.9 -0.1 -0.1926
C 4.698788 6.426072 -5.997328 1.4 -0.3 -0.1 -0.0718
H 5.665543 1.627390 -3.840442 -0.3 -0.1 0.4 0.0900
H 4.599254 0.320990 -4.531937 0.9 -0.5 -0.3 0.0766
H 3.834309 1.704377 -4.127803 0.3 0.9 0.3 0.0678
H 6.693400 0.873591 -6.300972 0.0 -0.1 -0.3 0.1186
H 7.006062 2.327265 -5.383457 0.2 0.1 0.1 0.0930
H 6.029835 2.548536 -8.362171 -0.3 -1.2 0.3 0.1144
H 7.683322 2.534428 -7.885420 0.4 -0.6 0.4 0.1089
H 6.850615 4.536792 -8.295041 -0.4 0.1 -0.2 0.1091
H 8.251543 5.262201 -6.871938 -0.3 0.8 -0.3 0.1211
H 8.021464 3.979806 -5.928799 -0.3 -0.6 0.2 0.1010
H 7.382678 5.881877 -4.474961 0.9 -0.4 -0.3 0.1224
H 6.056615 4.864391 -4.791373 -0.4 -0.1 -0.1 0.1064
H 4.660049 5.597300 -6.704240 -0.1 0.2 -0.3 0.0616
H 4.140796 7.286426 -6.366834 0.5 0.1 0.1 0.0784
H 4.230170 6.028231 -5.097202 0.1 0.3 0.4 0.0712
C -2.564030 -3.649210 -2.531956 0.7 1.1 -0.7 -0.0505
O -1.688123 -2.990089 -3.481487 0.6 -0.3 0.3 -0.1935
C -2.312386 -1.956451 -4.199565 -0.8 0.3 -0.2 -0.2540
C -1.400192 -1.251418 -5.153780 1.8 -0.2 -1.0 -0.1987
N -0.195130 -0.679534 -4.517142 -0.8 -0.3 0.8 -0.0439
C 0.893119 -0.181654 -5.319707 -0.5 -1.0 -2.3 -0.1617
C 1.572297 -1.341408 -6.241682 -0.9 1.3 2.5 -0.1282
O 2.240437 -2.194851 -5.281016 -1.0 -0.9 -2.2 -0.2392
C 2.225352 -3.553391 -5.768686 0.8 0.3 0.0 -0.0739
H -2.595295 -3.017558 -1.644188 -0.6 0.2 0.1 0.0681
H -2.141736 -4.590303 -2.179672 0.1 -0.1 -0.6 0.0805
H -3.506888 -3.747577 -3.069966 -0.4 -0.3 0.6 0.0888
H -2.811562 -1.209202 -3.582688 0.1 0.0 0.7 0.1105
H -3.091742 -2.362700 -4.844280 -0.4 -0.3 0.0 0.1228
H -1.928447 -0.554133 -5.804038 -0.3 0.8 0.8 0.1116
H -1.147510 -1.949566 -5.951799 0.5 -0.8 0.1 0.0998
H 0.168977 -1.383788 -3.891395 -0.1 -0.2 0.2 0.0772
H 1.569460 0.388904 -4.683207 0.4 -0.4 -0.2 0.0907
H 0.430156 0.516917 -6.016678 0.2 0.3 -0.2 0.1077
H 2.179443 -0.987377 -7.074833 0.6 0.1 0.4 0.1185
H 0.749880 -1.897455 -6.691728 -0.1 -0.1 0.0 0.0911
H 2.750384 -3.601597 -6.722681 0.4 0.0 -0.1 0.0904
H 1.243051 -3.969808 -5.991812 -0.4 0.3 0.5 0.0874
H 2.747081 -4.161290 -5.029536 -0.1 -0.1 0.0 0.0903
C 1.377416 0.236050 3.780363 -0.8 0.8 1.2 -0.0861
O 1.181161 1.629405 3.463915 1.1 -0.4 0.0 -0.1816
C 2.358490 2.437754 3.536894 0.2 0.4 -1.4 -0.2060
C 2.101924 3.654124 2.635181 0.7 0.7 2.1 -0.2352
N 2.050359 3.335657 1.268596 -1.4 -0.9 -0.8 -0.0374
C 1.693147 4.416737 0.423383 -0.5 0.9 -2.2 -0.2126
C 1.578085 3.892488 -1.028819 1.1 1.6 0.6 -0.2008
O 0.562720 2.946142 -1.251265 0.3 1.0 0.3 -0.2121
C 0.622633 2.513909 -2.581939 0.2 -1.0 -0.4 -0.0911
H 2.262067 -0.299430 3.435758 0.1 0.5 -0.9 0.0718
H 0.426320 -0.234628 3.531409 0.3 -0.2 -0.3 0.0816
H 1.465257 0.148447 4.863279 -0.1 0.0 0.3 0.0609
H 3.216271 1.895176 3.139488 0.1 -0.3 -0.1 0.1088
H 2.667206 2.814307 4.512095 -0.5 -0.3 0.6 0.1128
H 2.839612 4.450713 2.731869 0.7 -0.3 0.4 0.1244
H 1.230037 4.146810 3.065502 -0.8 0.0 -0.3 0.1078
H 1.177341 2.839925 1.158192 0.2 -1.5 0.3 0.0916
H 2.371834 5.269485 0.440734 0.6 -0.2 -0.1 0.1258
H 0.731150 4.894264 0.609482 -0.5 -0.1 0.7 0.1215
H 2.570163 3.541416 -1.312768 0.1 -0.6 -0.1 0.1265
H 1.395473 4.758460 -1.665102 -0.2 0.2 -0.2 0.1219
H -0.299337 1.990971 -2.836118 0.0 0.2 -0.1 0.0901
H 1.431321 1.785377 -2.639981 0.2 -0.2 -0.3 0.0719
H 0.865715 3.310359 -3.285270 -0.3 0.2 0.0 0.0993
C 1.950908 -8.578723 -7.635685 0.2 -0.3 1.5 -0.0661
O 2.609899 -8.476164 -6.346106 0.0 -1.1 -2.1 -0.2063
C 2.850618 -7.231929 -5.790113 -0.2 0.2 1.3 -0.2285
C 1.715312 -7.011485 -4.776250 0.6 -0.4 0.0 -0.2172
N 2.125856 -6.656928 -3.431264 0.8 1.0 -0.3 -0.0790
C 0.930647 -6.468168 -2.689970 -1.1 2.9 0.5 -0.2281
C 1.165012 -5.956060 -1.234307 1.2 -0.9 0.0 -0.1910
O 0.062045 -5.418429 -0.508673 -0.1 -0.8 -0.6 -0.1879
C 0.268928 -5.044727 0.847032 -0.3 1.0 -0.5 -0.1040
H 2.567296 -8.114367 -8.405453 -0.2 -0.1 -0.2 0.0864
H 0.922965 -8.216479 -7.620978 0.0 0.7 0.1 0.0804
H 1.800802 -9.652052 -7.752016 0.5 0.0 -0.4 0.0861
H 2.995358 -6.376490 -6.449938 -0.4 -0.1 -0.7 0.1082
H 3.824501 -7.299017 -5.305181 0.0 -0.1 0.4 0.1216
H 1.121248 -7.923162 -4.712726 0.1 -0.6 -0.3 0.1138
H 0.973044 -6.327795 -5.188206 0.2 0.7 0.4 0.1070
H 2.822428 -7.225832 -2.971661 -0.1 -0.5 -0.5 0.1219
H 0.226943 -7.259751 -2.947433 -0.4 -0.4 1.1 0.1175
H 0.530873 -5.581420 -3.181875 -0.8 0.1 -0.1 0.1078
H 1.967530 -5.218468 -1.238005 0.0 0.5 -0.6 0.1162
H 1.700694 -6.795812 -0.791652 -0.5 -0.4 1.2 0.1108
H -0.546535 -4.368128 1.102645 -0.6 -0.5 0.0 0.0775
H 1.068905 -4.317256 0.984548 0.9 -0.5 -0.2 0.0698
H 0.305713 -5.870598 1.557447 0.2 -0.1 -0.2 0.0897
C 4.666851 -5.384284 2.947542 -0.5 -0.6 -1.2 -0.1409
O 5.017475 -4.041116 3.138827 0.6 -0.1 0.4 -0.2097
C 4.876501 -3.063168 2.074104 1.5 -1.7 0.7 -0.1552
C 5.782201 -1.905484 2.535688 -1.6 0.3 0.2 -0.1914
N 5.070705 -1.241723 3.606628 -0.8 0.7 0.4 -0.0703
C 5.944077 -0.347670 4.326099 -0.7 0.7 0.9 -0.1753
C 5.151659 0.577713 5.339168 -0.1 -0.5 -0.6 -0.1557
O 4.382173 -0.175610 6.250670 0.8 -2.3 -0.4 -0.2638
C 3.479230 0.513970 7.071906 0.5 -0.2 -1.1 -0.0648
H 4.730666 -6.023272 3.828295 0.0 0.8 0.6 0.0940
H 5.257322 -5.949572 2.226508 0.7 0.5 -0.4 0.0802
H 3.657224 -5.499919 2.553340 -0.4 0.2 0.1 0.0706
H 3.798896 -2.939978 1.965998 0.0 1.0 -0.1 0.1136
H 5.268919 -3.446370 1.132162 0.0 -0.3 -0.2 0.1164
H 5.981896 -1.205694 1.724195 -0.1 0.1 -0.1 0.1151
H 6.739568 -2.179603 2.978872 0.3 -1.0 -0.7 0.1187
H 4.770412 -1.965561 4.243808 -0.2 -0.3 0.2 0.0770
H 6.452931 0.226265 3.551648 0.0 0.7 0.3 0.1167
H 6.731843 -0.896450 4.842189 0.2 -0.1 0.4 0.1169
H 4.427140 1.168438 4.778618 0.3 0.4 -0.3 0.0872
H 5.774242 1.202928 5.979168 0.5 0.3 -0.5 0.1211
H 4.072481 1.299176 7.540525 -0.7 0.3 0.6 0.0960
H 3.061912 -0.256300 7.720465 0.0 0.5 0.4 0.1052
H 2.710058 0.875122 6.389231 -0.4 0.6 0.5 0.0707
C -4.381716 1.706901 -4.150165 0.5 1.3 -1.1 -0.0161
C -3.738252 2.971568 -4.776986 0.5 -0.7 -0.5 -0.5219
C -2.949280 2.661173 -6.043654 1.0 -1.0 0.7 -0.0586
O -4.667478 3.896214 -5.204602 -2.3 1.2 0.1 -0.0463
H -4.748652 1.136150 -5.003220 -0.4 -0.3 0.3 0.0793
H -5.185762 2.013756 -3.481251 0.1 -0.3 0.1 0.0815
H -3.586859 1.145491 -3.659126 -0.2 0.0 0.2 0.0626
H -3.136681 3.487563 -4.028683 0.6 -0.4 0.2 0.1132
H -2.239073 1.895955 -5.730359 0.7 0.1 -0.5 0.0576
H -2.466679 3.546361 -6.457936 0.4 0.0 0.3 0.0782
H -3.512413 2.257284 -6.885003 -0.6 -0.1 0.4 0.0867
H -4.164828 4.586704 -5.642962 -0.2 0.2 0.0 0.0875
C -5.199496 6.008432 -1.340763 0.4 1.6 0.2 -0.0480
C -4.418757 4.702177 -1.250208 -0.8 0.2 -3.0 -0.5139
C -2.924290 4.784398 -1.392834 1.7 0.7 0.8 -0.0582
O -4.840889 3.820422 -0.278229 -0.6 -0.7 0.9 -0.0256
H -5.178559 6.452527 -2.335968 0.4 -0.4 -0.4 0.0732
H -4.756767 6.808308 -0.747222 0.0 0.0 0.5 0.0690
H -6.273027 6.010728 -1.152013 0.1 -0.8 0.5 0.0779
H -4.738128 4.260974 -2.194370 -0.2 -0.8 -0.1 0.1125
H -2.430305 3.827718 -1.222973 -0.3 -0.2 0.5 0.0728
H -2.509015 5.518461 -0.702340 0.1 -0.2 0.7 0.0765
H -2.400174 5.113040 -2.290279 -1.1 0.2 -0.8 0.0726
H -4.414349 3.939699 0.573502 0.5 0.2 0.1 0.0700



[2]
58
Properties=species:S:1:pos:R:3:forces:R:3:lowdin_spin:R:1 method="wB97M-V/def2-TZVPD" total_energy_ev=-128461.119 mol_weight_g_mol=753.2 homo_lumo_gap_ev="6.37 / 6.50" spin_multiplicity=3 charge=-1 relative_energy_kj_mol=54.6
Au -0.986602 -1.441886 -0.013260 -1.3 -1.1 0.2 0.5604
C 2.278698 4.901496 1.707021 -0.5 -0.1 0.0 -0.0001
C 1.673676 3.533715 1.965558 -0.2 0.9 -1.2 -0.0002
C 1.882421 2.942083 3.178841 -0.2 -1.5 1.6 0.0016
C 1.354274 1.689386 3.514346 0.6 0.4 0.7 -0.0004
C 0.569130 1.042340 2.581616 0.1 0.2 0.0 0.0016
C 0.415911 1.567255 1.325833 -0.1 1.2 -0.7 0.0073
C 0.905012 2.847829 1.020131 0.4 -0.7 0.2 0.0021
S -0.254214 -0.353809 3.206521 -2.4 -0.5 1.0 0.0126
O -0.749091 0.076318 4.516433 0.1 -0.1 -0.6 0.0205
O 0.669250 -1.425149 3.231030 2.1 -1.7 0.3 -0.0013
N -1.488042 -0.756278 2.249257 1.1 1.8 -0.4 0.1921
C -2.312341 -1.808534 2.810760 0.3 -0.6 -1.5 0.0104
C -3.303139 -2.208294 1.677993 0.1 -1.1 -2.1 0.0051
O -4.395403 -2.695580 1.910367 0.1 0.3 0.9 0.0023
O -2.900248 -2.118394 0.393890 -0.2 0.3 2.6 0.0657
H 1.734607 5.524076 1.008832 -0.7 0.0 0.0 0.0000
H 3.238819 4.888238 1.239318 1.0 -0.6 -0.2 0.0000
H 2.400060 5.437344 2.637142 -0.1 0.2 0.3 0.0000
H 2.383222 3.423359 4.000415 0.5 0.5 -0.1 0.0001
H 1.575161 1.230017 4.512870 -0.5 0.6 -1.1 0.0001
H -0.114103 1.015021 0.578970 -0.4 -0.1 -0.2 0.0063
H 0.702958 3.266267 0.036873 0.1 0.0 0.1 0.0000
H -2.864664 -1.463658 3.665011 -0.3 0.0 0.5 0.0051
H -1.652513 -2.672127 3.066128 -0.8 0.2 0.0 0.0008
N -0.238631 -2.738286 -3.883197 0.9 -1.4 1.9 0.0073
C -1.231451 -1.848402 -3.962748 -1.6 1.1 1.5 0.0063
N -1.691211 -1.221804 -2.882921 1.4 -1.3 -0.6 0.0616
C -2.649553 -0.315320 -3.155054 0.2 -0.3 -3.7 0.0036
C -2.951778 -0.272101 -4.531621 -0.5 0.6 2.0 0.0023
S -2.116434 -1.449218 -5.436253 0.8 -0.1 0.8 0.0051
C -3.136441 0.572114 -2.143803 -1.9 2.0 2.2 0.0010
C -4.223659 1.441311 -2.248484 1.9 -1.0 1.3 0.0001
S -4.550323 2.242934 -0.730216 1.0 -0.7 -0.5 0.0022
C -3.138022 1.384253 -0.035648 -0.9 -0.4 -2.0 0.0007
N -2.539940 0.573861 -0.870215 -0.5 0.5 -0.7 0.0166
N -2.843823 1.523626 1.237270 0.0 0.9 1.1 -0.0007
H -0.017485 -3.216855 -2.966446 -0.5 1.2 -1.5 0.0083
H 0.093747 -3.196282 -4.690447 0.2 -0.4 -0.7 0.0000
H -3.600074 0.423091 -5.016701 -0.3 0.2 -0.2 0.0003
H -4.765572 1.710818 -3.098490 -0.8 0.1 -1.1 0.0000
H -3.296619 2.226675 1.783212 -0.2 0.2 0.0 0.0000
H -2.414096 0.763640 1.746115 0.7 -0.8 0.2 -0.0007
C 3.695827 -0.032318 -1.520798 0.6 -0.6 0.2 0.0124
Ge 2.618592 -1.611152 -0.892360 -0.7 -0.5 -1.0 0.1016
C 3.163075 -2.394745 0.844514 -0.4 0.4 0.2 0.0131
C 3.000605 -3.017069 -2.340883 0.2 0.1 1.5 0.0206
C 0.706105 -1.090710 -0.880384 2.5 0.8 0.2 0.7848
H 4.595934 -0.317091 -2.126140 -1.0 0.0 0.3 0.0016
H 4.135567 0.451164 -0.635519 -0.5 0.3 -0.3 0.0001
H 3.023655 0.612685 -2.114005 0.5 -0.1 0.4 0.0003
H 4.123729 -1.982033 1.203608 -0.4 -0.5 -0.2 0.0005
H 3.140682 -3.486559 0.798171 0.5 0.1 -0.2 0.0013
H 2.380722 -2.160631 1.583758 0.3 0.3 -0.2 0.0011
H 4.078341 -3.176440 -2.340539 0.2 -0.1 0.1 0.0016
H 2.725082 -2.770984 -3.344077 -0.4 0.4 -0.6 0.0000
H 2.536762 -3.960601 -2.038451 0.0 0.0 -0.1 0.0003
H 0.623820 -0.108597 -1.333123 0.0 0.3 -0.6 0.0545